Formula: C53H48BaN2O7PSeTe
Source: the OMol25 dataset
Level of theory: wB97M-V/def2-TZVPD

Output
HOMO energy, eV: -5.41
M, Da: 1199.836
E_LUMO, hartree: 0.0733
Kohn-Sham gap, eV: 7.409
Total charge: -1

The geometry in XYZ format:
```
114
Properties=species:S:1:pos:R:3:forces:R:3:mulliken_charge:R:1
Ba -0.140 -0.914 0.963 -0.405 -0.398 -0.659 1.45
Te -1.598 5.975 -0.516 -0.450 0.151 -0.145 0.21
Se -1.400 -1.413 3.540 -0.031 0.622 1.208 0.94
P -1.618 -3.597 -0.047 0.640 -0.300 -0.096 1.02
O 1.363 0.307 -0.325 0.716 0.494 -0.553 -1.16
O 3.340 -0.928 -1.876 0.261 0.190 0.005 -0.60
O -5.236 -2.477 -1.932 0.025 0.076 0.041 -0.45
O -1.992 -0.196 2.505 0.326 -0.998 0.969 -0.48
O -1.795 -2.850 2.824 0.085 0.526 0.304 -0.60
O -1.876 -1.201 5.085 0.195 -0.229 -0.962 -0.74
O 0.300 -1.293 3.379 -1.421 -0.109 0.269 -0.82
N -0.615 2.911 0.311 0.024 -0.115 0.185 0.01
N -3.472 -1.577 -0.850 -0.181 0.190 -0.101 0.17
C -1.674 -3.732 -1.867 0.168 0.275 -0.204 0.59
C -3.827 -0.609 -1.902 0.232 0.097 0.038 -0.19
C 4.749 4.799 -0.425 0.182 0.219 0.034 -1.58
C 0.383 2.407 2.420 -0.072 0.141 -0.452 1.05
C -4.798 -1.400 -2.782 -0.129 -0.058 -0.182 -0.62
C 0.232 1.920 5.146 0.022 -0.009 0.038 -0.55
C -0.160 6.470 0.926 0.126 -0.071 -0.016 -0.35
C -2.459 -4.596 -3.978 -0.108 -0.133 -0.077 -0.71
C 3.500 1.215 -0.856 0.394 0.259 -0.071 0.88
C 0.114 -4.930 1.648 0.021 0.034 0.098 -0.44
C 1.050 -6.749 -0.225 0.100 -0.065 0.065 -0.72
C 2.625 3.614 0.252 -0.035 -0.013 0.113 -0.53
C 6.093 -0.788 -2.585 0.024 0.048 0.156 -0.42
C -4.313 -2.516 -0.933 -0.085 -0.367 0.185 -0.08
C -3.214 -4.332 0.392 -0.159 0.236 0.007 0.44
C -0.897 -2.780 -3.954 -0.047 -0.072 -0.009 -0.56
C 7.454 -1.026 -2.646 -0.021 -0.032 -0.075 -0.59
C -0.406 -4.920 0.358 -0.289 0.120 -0.136 0.81
C 1.873 7.589 1.560 0.141 0.079 -0.023 -0.55
C -4.642 1.703 -2.401 -0.035 0.089 0.005 -1.64
C 1.821 6.983 2.805 0.094 -0.003 0.112 -0.51
C -3.324 -5.453 1.195 -0.137 -0.110 0.132 -1.14
C -4.574 -5.960 1.532 0.209 -0.021 0.029 -0.72
C -0.915 2.241 4.433 -0.021 -0.007 0.017 -1.22
C 0.776 6.130 3.114 0.056 -0.051 0.154 -0.37
C 1.089 -5.850 1.995 0.091 -0.040 0.188 -0.74
C 1.560 -6.762 1.066 -0.016 -0.040 -0.088 -0.56
C 2.199 1.285 -0.316 -0.491 0.015 0.058 0.09
C -0.902 -2.807 -2.570 0.145 0.037 -0.042 -1.11
C 0.075 -5.832 -0.575 -0.034 -0.072 -0.197 -0.47
C 0.453 2.627 0.945 0.110 -0.031 -0.173 1.06
C -5.625 -4.234 0.247 0.004 -0.156 0.042 -0.53
C -3.569 1.237 -0.194 0.164 0.063 0.228 -0.87
C -0.215 5.883 2.180 -0.021 -0.134 0.015 -0.16
C -0.844 2.483 3.076 -0.021 -0.047 0.082 -0.01
C 1.455 1.850 4.500 -0.017 -0.008 -0.036 -0.93
C -4.427 0.668 -1.303 -0.226 -0.173 -0.101 0.72
C -2.448 -4.626 -2.594 -0.129 -0.132 0.201 -0.02
C -4.382 -3.716 -0.074 -0.034 0.090 0.025 0.21
C 1.801 2.513 0.285 0.127 0.291 -0.080 0.06
C 0.888 7.331 0.624 -0.088 0.077 -0.220 -0.26
C -0.572 3.077 -1.124 0.151 -0.031 -0.197 0.80
C -1.687 -3.675 -4.663 0.099 0.128 -0.118 -0.63
C -0.418 4.527 -1.550 0.165 0.087 -0.110 -1.54
C 4.302 2.365 -0.874 -0.202 0.362 0.195 -0.90
C -5.721 -5.355 1.060 -0.140 0.126 -0.084 -0.82
C 4.035 -0.031 -1.426 -0.396 -0.311 -0.064 -0.30
C 7.703 -0.166 -0.419 -0.010 0.039 0.058 -0.80
C 5.533 -0.210 -1.449 -0.104 -0.186 -0.263 0.50
C 8.260 -0.715 -1.560 0.149 -0.037 -0.041 -0.36
C 1.528 2.091 3.136 0.250 -0.041 0.143 -0.57
C 6.343 0.097 -0.367 0.029 0.008 0.057 -0.05
C 3.888 3.578 -0.349 0.046 -0.442 -0.197 0.25
H 2.481 2.022 2.624 -0.044 0.005 0.025 0.39
H 0.244 2.503 -1.586 -0.061 0.018 0.021 -0.02
H -5.107 2.604 -2.003 -0.040 0.052 0.084 0.43
H -0.672 4.645 -2.603 0.009 -0.030 -0.035 0.65
H 9.324 -0.908 -1.606 0.029 -0.010 0.010 0.37
H -3.335 0.505 0.576 -0.107 -0.063 0.110 0.25
H -0.275 -2.087 -2.049 -0.066 -0.075 0.050 0.59
H 8.328 0.062 0.433 0.044 0.014 0.061 0.39
H -6.511 -3.755 -0.139 -0.101 0.039 -0.024 0.54
H -4.315 -1.855 -3.653 -0.014 0.118 0.052 0.17
H -0.302 -5.826 -1.590 -0.005 -0.002 0.025 0.35
H 7.885 -1.464 -3.535 0.044 -0.019 -0.045 0.38
H 0.161 1.684 6.198 -0.006 -0.009 0.054 0.41
H -1.739 2.682 2.505 0.010 -0.001 -0.048 0.52
H 0.605 4.877 -1.423 0.097 -0.044 0.045 0.26
H -1.007 5.193 2.412 -0.166 -0.149 0.055 0.40
H 1.416 -7.447 -0.966 0.033 -0.048 -0.015 0.42
H 2.688 8.257 1.312 0.032 0.019 0.006 0.39
H -6.694 -5.746 1.321 -0.063 -0.039 0.022 0.37
H -0.263 -4.219 2.376 -0.007 0.038 0.061 0.56
H 1.482 -5.839 3.003 0.040 -0.036 0.030 0.45
H 5.442 -1.052 -3.405 -0.057 -0.021 -0.075 0.40
H -1.697 -3.653 -5.744 0.002 0.002 -0.055 0.34
H -3.077 -5.299 -4.520 -0.022 -0.029 -0.048 0.43
H 5.740 4.548 -0.804 0.037 0.000 -0.019 0.39
H -1.876 2.241 4.926 -0.049 -0.007 0.045 0.43
H -5.402 0.394 -0.875 0.026 -0.032 -0.041 0.27
H 5.276 2.308 -1.339 0.120 0.007 -0.020 0.52
H -5.680 -0.839 -3.093 0.061 0.001 -0.003 0.47
H -2.434 -5.931 1.577 0.042 -0.010 -0.002 0.47
H 4.329 5.561 -1.084 -0.050 0.014 -0.026 0.29
H -3.683 2.000 -2.825 0.146 0.023 -0.067 0.27
H -4.638 -6.830 2.170 -0.016 -0.049 0.038 0.44
H -3.061 -5.350 -2.068 -0.009 -0.002 -0.021 0.48
H 2.600 7.166 3.532 0.051 0.025 0.038 0.39
H -5.268 1.349 -3.218 -0.061 -0.094 -0.056 0.43
H -1.509 2.687 -1.532 0.094 0.128 0.005 -0.25
H 2.346 1.573 5.045 0.036 -0.011 0.033 0.41
H 4.880 5.262 0.555 -0.019 0.015 0.040 0.33
H -2.622 1.623 -0.570 -0.086 -0.111 -0.026 -0.38
H 0.738 5.629 4.073 -0.005 -0.009 0.038 0.37
H -4.076 2.078 0.281 0.010 0.059 0.044 0.49
H 0.929 7.799 -0.352 0.027 0.010 -0.020 0.40
H 2.282 4.529 0.725 -0.018 0.132 0.016 0.07
H -0.280 -2.057 -4.467 0.038 0.048 -0.084 0.47
H 2.324 -7.475 1.341 0.066 -0.050 0.018 0.37
H 5.907 0.530 0.522 -0.046 0.049 0.065 0.51
H -2.917 -0.343 -2.450 0.011 0.008 -0.047 0.62
```
Positions in Å, forces in eV/Å.